Here is 3 unconnected molecules or ions with the total composition C23H53ClFN3O8S at a distorted geometry from OMol25. Energies are from ωB97M-V/def2-TZVPD.

Last column: Löwdin charge in e.
Cartesian coordinates (Å):
C (5.77917, 0.55965, 2.33844)  -0.111
O (6.88243, -0.05928, 1.65325)  -0.199
C (6.43397, -0.66607, 0.43799)  -0.238
C (6.29249, -2.21257, 0.61845)  -0.161
C (4.91775, -2.65211, 1.30458)  -0.179
C (4.33729, -3.82341, 0.43329)  -0.226
N (3.07462, -4.40938, 0.93021)  -0.050
C (1.92407, -3.55318, 0.69150)  -0.332
C (0.76770, -4.09530, 1.64439)  -0.191
O (-0.51037, -3.63210, 1.23619)  -0.192
C (-0.80929, -2.34733, 1.79793)  -0.217
C (-2.38490, -2.24590, 1.82072)  -0.189
C (-2.95909, -1.85826, 0.40391)  -0.224
C (-3.10334, -0.30450, 0.17992)  -0.532
Cl (-2.12891, 0.72595, 1.32139)  0.536
S (1.25363, -3.66566, -1.02856)  0.814
O (0.50645, -2.39499, -1.24562)  -0.308
O (2.29703, -3.79894, -2.06225)  -0.298
F (0.25455, -4.96975, -1.16946)  -0.178
H (6.23106, 1.23323, 3.10451)  0.096
H (5.21509, -0.24976, 2.85987)  0.083
H (5.08509, 1.10513, 1.66287)  0.083
H (7.24680, -0.49616, -0.31638)  0.123
H (5.51909, -0.19256, 0.00470)  0.124
H (6.28306, -2.64954, -0.41690)  0.109
H (7.15404, -2.65772, 1.15668)  0.117
H (5.19037, -2.97256, 2.34131)  0.114
H (4.24157, -1.76521, 1.35879)  0.094
H (4.29806, -3.47431, -0.61937)  0.108
H (5.10217, -4.64235, 0.46230)  0.131
H (3.20065, -4.49559, 1.94054)  0.120
H (2.09466, -2.47797, 0.95685)  0.147
H (0.74242, -5.20083, 1.47658)  0.138
H (0.97564, -3.87465, 2.71649)  0.134
H (-0.41438, -2.27969, 2.83811)  0.127
H (-0.46238, -1.52725, 1.12753)  0.098
H (-2.75798, -1.58538, 2.62999)  0.093
H (-2.76880, -3.27813, 2.02032)  0.115
H (-2.31724, -2.25365, -0.42078)  0.110
H (-3.96931, -2.31023, 0.25705)  0.084
H (-4.17186, -0.01360, 0.28026)  0.062
H (-2.78761, -0.02099, -0.85040)  0.074
C (3.38516, 8.00061, -0.37027)  -0.114
O (3.48823, 6.76369, -1.05435)  -0.195
C (4.69787, 6.61875, -1.79533)  -0.211
C (5.61268, 5.58473, -1.14836)  -0.211
N (6.16416, 6.07269, 0.11262)  -0.053
C (6.81858, 5.04101, 0.91686)  -0.191
C (5.96625, 3.86459, 1.40668)  -0.235
O (4.98541, 4.21461, 2.37269)  -0.179
C (3.77423, 4.72313, 1.83675)  -0.094
H (2.36337, 8.09531, -0.00237)  0.089
H (4.05956, 8.03445, 0.49080)  0.075
H (3.59515, 8.84137, -1.03684)  0.087
H (5.20871, 7.57540, -1.93580)  0.121
H (4.41161, 6.24826, -2.78330)  0.120
H (6.43439, 5.35601, -1.83431)  0.123
H (5.02353, 4.67168, -1.00548)  0.101
H (5.41965, 6.48017, 0.66213)  0.064
H (7.22262, 5.54527, 1.79930)  0.120
H (7.67472, 4.64981, 0.35863)  0.118
H (6.63966, 3.17174, 1.91904)  0.106
H (5.51812, 3.29072, 0.58827)  0.106
H (3.52430, 4.27181, 0.87346)  0.090
H (3.82591, 5.81011, 1.74470)  0.069
H (2.97208, 4.49768, 2.54123)  0.089
C (-5.75537, -2.99800, -1.66607)  -0.118
O (-6.28101, -1.81036, -1.09601)  -0.208
C (-6.50311, -0.76936, -2.04619)  -0.208
C (-7.99442, -0.54002, -2.26480)  -0.210
N (-8.60681, -1.65276, -2.98491)  -0.053
C (-10.06938, -1.63173, -2.98423)  -0.197
C (-10.78815, -1.72741, -1.63322)  -0.224
O (-10.65149, -2.98365, -0.98504)  -0.179
C (-9.45915, -3.14106, -0.23392)  -0.099
H (-5.44184, -3.65134, -0.85154)  0.085
H (-6.51484, -3.52659, -2.24950)  0.077
H (-4.88729, -2.78425, -2.29558)  0.092
H (-5.98287, -0.95873, -2.98922)  0.124
H (-6.07976, 0.14067, -1.61158)  0.115
H (-8.13317, 0.37989, -2.84138)  0.124
H (-8.45071, -0.39657, -1.27876)  0.102
H (-8.30087, -2.52242, -2.56967)  0.064
H (-10.39250, -2.48258, -3.59060)  0.119
H (-10.40837, -0.72951, -3.50280)  0.116
H (-11.85960, -1.62064, -1.83115)  0.120
H (-10.52998, -0.90948, -0.95235)  0.109
H (-9.12302, -2.20251, 0.21341)  0.088
H (-8.67057, -3.56875, -0.85719)  0.069
H (-9.65708, -3.85350, 0.56836)  0.089

## Properties
**LUMO level**: 0.313 eV
**E**: -71630.227 eV
**E_HOMO**: -8.73 eV
**2S+1**: 1
**SMILES**: COCCCCN[C@H](COCCCCCl)S(=O)(=O)F.COCCNCCOC.COCCNCCOC
**HOMO-LUMO gap**: 9.0 eV

---

Here is a molecular structure, C23H53ClMoP2Si at a distorted geometry from OMol25. Energies are from ωB97M-V/def2-TZVPD.

Last column: Löwdin spin population.
Cartesian coordinates (Å):
Mo (-0.45862, 1.19633, 1.28816)  1.587
P (0.35784, 1.30657, 3.46866)  0.075
C (1.01325, 3.01244, 3.79888)  0.012
C (-1.25054, 1.10637, 4.40378)  0.026
C (1.60970, 0.24977, 4.34213)  0.011
C (0.66608, 4.02200, 2.70223)  0.006
H (2.10606, 2.84186, 3.77493)  0.001
C (0.62916, 3.57803, 5.17156)  0.001
H (-0.44285, 3.79636, 5.22629)  0.000
H (1.17051, 4.52201, 5.31739)  0.001
H (0.89654, 2.92202, 6.00173)  0.000
H (0.75760, 3.61264, 1.68272)  0.003
H (1.35783, 4.87150, 2.79927)  0.000
H (-0.35022, 4.42025, 2.81980)  0.001
H (2.54300, 0.59124, 3.85442)  0.000
C (1.50490, -1.26211, 4.10707)  0.002
C (1.70100, 0.55179, 5.84730)  0.001
H (2.22895, 1.49093, 6.04074)  0.000
H (2.27509, -0.24046, 6.34575)  0.000
H (0.71088, 0.57968, 6.32213)  0.000
H (1.21683, -1.52667, 3.08484)  0.002
H (0.78388, -1.73345, 4.78781)  0.000
H (2.48535, -1.72007, 4.31042)  0.001
C (-2.30129, 2.11740, 3.92146)  0.024
H (-1.01438, 1.30454, 5.46574)  0.002
C (-1.79277, -0.32578, 4.27909)  0.006
H (-2.04382, 3.15622, 4.16585)  0.000
H (-3.24241, 1.88815, 4.44487)  0.001
H (-2.49825, 2.04640, 2.83542)  0.014
H (-1.76367, -0.68717, 3.24077)  0.004
H (-2.84114, -0.34228, 4.61241)  0.000
H (-1.23519, -1.04224, 4.89396)  0.001
Cl (-2.25917, 1.71456, -0.02883)  0.042
H (1.19288, 1.57609, 1.34269)  0.006
H (1.13583, 0.63016, 1.15077)  0.003
P (0.19258, 0.51393, -4.07976)  0.001
C (1.86468, -0.16731, -4.62418)  0.000
C (-1.01004, -0.43048, -5.19342)  0.000
C (0.28221, 2.20201, -4.90350)  0.000
C (2.37482, -1.18936, -3.59617)  0.000
H (2.51678, 0.72338, -4.57553)  0.000
C (1.92217, -0.74019, -6.03974)  0.000
H (1.30222, -1.63868, -6.13677)  0.000
H (2.95844, -1.02858, -6.25809)  0.000
H (1.61949, -0.02064, -6.80653)  0.000
H (2.36943, -0.77486, -2.58083)  0.000
H (3.40880, -1.46927, -3.83825)  0.000
H (1.77259, -2.10776, -3.60205)  0.000
H (1.28680, 2.55224, -4.60404)  0.000
C (-0.75245, 3.16274, -4.29277)  0.000
C (0.21890, 2.18269, -6.43257)  0.000
H (1.14341, 1.79710, -6.87273)  0.000
H (0.09287, 3.20829, -6.80126)  0.000
H (-0.62943, 1.59749, -6.80441)  0.000
H (-0.64332, 3.22160, -3.20352)  0.000
H (-1.78167, 2.85841, -4.52024)  0.000
H (-0.59855, 4.17004, -4.70215)  0.000
C (-1.09572, -1.89980, -4.76025)  0.000
H (-0.61475, -0.39420, -6.22041)  0.000
C (-2.39924, 0.21807, -5.17993)  0.000
H (-0.16183, -2.45651, -4.91043)  0.000
H (-1.87475, -2.40720, -5.34664)  0.000
H (-1.38232, -1.97164, -3.70170)  0.000
H (-2.74138, 0.37672, -4.14791)  0.000
H (-3.12061, -0.45411, -5.66434)  0.000
H (-2.43918, 1.17405, -5.71618)  0.000
C (-2.38169, -4.29587, 1.03945)  0.002
Si (-0.56765, -3.86433, 1.26445)  0.026
C (0.05250, -4.79352, 2.77722)  0.004
C (0.47256, -4.23453, -0.24878)  0.006
C (-0.44032, -2.05214, 1.53778)  0.147
C (-0.40222, -0.80104, 1.36389)  -0.022
H (-2.62045, -5.28167, 1.45794)  0.000
H (-2.67190, -4.28990, -0.01760)  0.000
H (-2.99114, -3.54202, 1.55373)  0.000
H (-0.34610, -5.81688, 2.77105)  0.000
H (1.14622, -4.85915, 2.80381)  0.000
H (-0.27843, -4.31166, 3.70542)  0.000
H (0.07384, -3.70425, -1.12656)  0.000
H (1.50345, -3.88218, -0.09354)  0.000
H (0.52152, -5.30412, -0.49411)  0.001

## Properties
**LUMO level (alpha / beta)**: 0.516 / -0.429 eV
**Energy above the lowest of the compared OMol25 structures with the same formula, charge and spin**: 0.24 kcal per mole
**E**: -65542.202 eV
**E_HOMO (alpha / beta)**: -7.34 / -7.17 eV
**2S+1**: 3
**<S²>**: 2.024
**HOMO-LUMO gap (alpha / beta)**: 7.9 / 6.7 eV